Formula: C5H13NS
Source: the Open Molecules 2025 dataset
Level of theory: the ωB97M-V functional and the def2-TZVPD basis

Last column: Mulliken charge in e.
Element x y z (Å)
C1 -0.83552 -1.42300 0.80944  -0.460
C2 -0.39631 -0.58780 1.99371  -0.552
S1 -1.65913 0.49989 2.75515  -0.221
C3 -1.22250 -0.51502 -0.40556  -0.969
N1 -0.23236 0.47319 -0.70130  -0.089
C4 0.97426 0.10834 -1.38459  -0.405
C5 1.94921 1.28297 -1.32265  -1.219
H1 0.00658 -2.08052 0.60651  0.300
H2 -1.67806 -2.08206 1.01676  0.358
H3 0.28603 0.16578 1.59625  0.116
H4 0.12227 -1.02296 2.82495  0.413
H5 -1.71789 1.43351 1.79718  0.092
H6 -2.22278 -0.20851 -0.12299  0.514
H7 -1.30751 -1.25579 -1.21887  0.258
H8 -0.62812 1.35556 -0.97638  0.214
H9 0.73825 -0.12037 -2.43245  0.350
H10 1.41372 -0.80566 -0.99613  0.307
H11 2.93960 1.03685 -1.68086  0.374
H12 2.00040 1.65092 -0.29669  0.306
H13 1.46986 2.09465 -1.86149  0.309

Calculated values
LUMO level (eV): 0.952
Total charge: 0
HOMO (eV): -8.56
SMILES: CCNCCCS
HOMO-LUMO gap (eV): 9.51
Spin multiplicity: 1

***

Formula: C5H13NS
Source: the Open Molecules 2025 dataset
Level of theory: the ωB97M-V functional and the def2-TZVPD basis

Last column: Mulliken charge in e.
Element x y z (Å)
C1 0.17660 -2.52382 1.67483  -1.437
C2 -0.12268 -1.57269 0.51646  0.556
C3 1.01640 -0.53949 0.49574  -1.257
C4 0.87020 0.64629 -0.45765  -0.547
S1 -0.41829 1.77968 0.12099  -0.089
C5 -0.71360 2.76401 -1.35488  -0.789
N1 -0.14933 -2.31018 -0.76568  -0.676
H1 -0.14330 -2.06658 2.62429  0.368
H2 1.18820 -2.91635 1.70152  0.302
H3 -0.54152 -3.35275 1.70201  0.389
H4 -1.07661 -1.08283 0.71348  0.303
H5 1.03729 -0.10734 1.50523  0.362
H6 1.97680 -1.02580 0.32362  0.465
H7 0.62484 0.42427 -1.49571  0.357
H8 1.87109 1.09520 -0.49824  0.368
H9 -1.77275 2.71246 -1.59995  0.275
H10 -0.18072 2.38342 -2.23488  0.269
H11 -0.43275 3.81045 -1.25248  0.285
H12 -1.04467 -2.23199 -1.23166  0.258
H13 0.50413 -1.88268 -1.41162  0.240

Calculated values
LUMO level (eV): 0.979
Total charge: 0
HOMO (eV): -8.54
SMILES: CSCC[C@H](C)N
HOMO-LUMO gap (eV): 9.52
Spin multiplicity: 1

***

Formula: C5H13NS
Source: the Open Molecules 2025 dataset
Level of theory: the ωB97M-V functional and the def2-TZVPD basis

Last column: Mulliken charge in e.
Element x y z (Å)
C1 -1.42860 0.40585 -0.96863  -0.281
N1 -0.22402 0.57849 -0.20855  -0.233
C2 0.36007 -0.48079 0.57020  0.402
C3 1.86827 -0.23448 0.60719  -1.261
S1 2.85845 -1.50563 1.39366  -0.196
C4 -0.20845 -0.62131 2.01474  -1.211
C5 -1.42416 1.25154 -2.24153  -1.190
H1 -2.32910 0.64645 -0.37930  0.209
H2 -1.47869 -0.65097 -1.23839  0.306
H3 0.27930 1.44579 -0.21156  0.219
H4 0.20580 -1.44403 0.06958  0.362
H5 2.01738 0.72391 1.10944  0.444
H6 2.22836 -0.08394 -0.40478  0.452
H7 2.54846 -2.46423 0.51749  0.112
H8 -0.58242 -1.63131 2.17265  0.245
H9 -1.01950 0.08439 2.17696  0.371
H10 0.59043 -0.51026 2.74228  0.310
H11 -0.89179 0.78055 -3.06449  0.272
H12 -0.93594 2.20692 -2.07077  0.317
H13 -2.43386 1.50306 -2.58619  0.352

Calculated values
LUMO level (eV): 0.945
Total charge: 0
HOMO (eV): -8.27
SMILES: CCN[C@H](C)CS
HOMO-LUMO gap (eV): 9.22
Spin multiplicity: 1

***

Formula: C5H13NS2
Source: the Open Molecules 2025 dataset
Level of theory: the ωB97M-V functional and the def2-TZVPD basis

Last column: Mulliken charge in e.
Element x y z (Å)
S1 2.26737 1.74267 -0.67703  -0.254
S2 1.14644 1.50476 -2.41513  -0.052
C1 -0.61261 1.60423 -1.88714  -0.938
C2 -1.14464 1.05524 -0.55805  -0.175
C3 -1.26111 -0.47706 -0.48592  -0.792
N1 -0.77402 -0.88900 0.79246  -0.380
C4 0.64365 -1.18638 0.80039  0.263
C5 1.07628 -1.68245 2.15152  -1.256
H1 2.07151 3.07101 -0.38424  0.162
H2 -0.91347 2.57382 -2.27331  0.482
H3 -1.10056 1.01644 -2.68269  0.368
H4 -0.45797 1.43947 0.30940  0.265
H5 -2.21896 1.39083 -0.52934  0.208
H6 -0.85364 -0.94287 -1.35867  0.332
H7 -2.37012 -0.75307 -0.54329  0.400
H8 -1.36235 -1.61205 1.17993  0.284
H9 0.76923 -1.99120 0.11336  0.339
H10 1.22033 -0.22713 0.72779  -0.166
H11 0.59058 -2.66770 2.55675  0.323
H12 1.02092 -0.92540 3.00017  0.309
H13 2.26316 -2.04414 2.16304  0.276

Calculated values
LUMO level (eV): 0.514
Total charge: 0
HOMO (eV): -8.61
SMILES: CCNCCCSS
HOMO-LUMO gap (eV): 9.12
Spin multiplicity: 1

***

Formula: C5H13O2Rb
Source: the Open Molecules 2025 dataset
Level of theory: the ωB97M-V functional and the def2-TZVPD basis

Last column: Mulliken charge in e.
Element x y z (Å)
C1 -4.55623 2.30688 2.30389  -0.684
O1 -3.36986 1.75039 2.81941  0.018
C2 -3.52834 0.53180 3.58850  -0.638
H1 -4.26709 3.14290 1.65624  0.130
H2 -5.12887 1.56571 1.72318  0.271
H3 -5.17650 2.68108 3.13373  0.304
H4 -4.12157 0.81773 4.47620  0.350
H5 -4.12457 -0.20477 3.02394  0.341
C3 0.07889 2.65572 5.02507  -0.694
O2 -0.81399 1.87284 4.26288  -0.077
C4 -1.37410 0.78295 4.97614  -0.635
C5 -2.21855 -0.07376 4.05218  -0.583
H6 0.45553 3.45559 4.37687  0.173
H7 -0.43415 3.09482 5.89436  0.312
H8 0.92362 2.04179 5.37224  0.276
H9 -1.97912 1.16854 5.81616  0.345
H10 -0.55397 0.17676 5.39569  0.387
H11 -2.46242 -0.99631 4.59654  0.345
H12 -1.61993 -0.37954 3.18069  0.314
Rb1 -1.26690 3.13304 1.96377  0.027
H13 -1.48769 0.95587 0.34883  -0.281

Calculated values
LUMO level (eV): -0.293
Total charge: 0
HOMO (eV): -5.19
HOMO-LUMO gap (eV): 4.89
Spin multiplicity: 1

***

Formula: C5H14
Source: the Open Molecules 2025 dataset
Level of theory: the ωB97M-V functional and the def2-TZVPD basis

Last column: Mulliken charge in e.
Element x y z (Å)
C1 2.39472 0.30407 0.39467  -0.848
C2 1.03279 0.63016 0.91785  -0.163
C3 2.06541 -0.99135 -0.50000  -2.310
H1 3.05772 -0.05768 1.30533  0.243
H2 2.91848 1.04738 -0.04213  0.672
H3 0.91352 0.31714 2.01240  0.374
H4 0.83949 1.66006 0.88479  0.748
H5 2.89807 -1.35597 -0.93232  1.194
H6 1.33054 -0.64732 -1.32110  0.167
H7 0.16404 0.20256 0.38538  -0.808
H8 1.50801 -1.56902 0.16967  0.434
C4 -3.06059 0.64655 -0.68756  -1.522
C5 -2.11445 -0.57486 -0.15290  -1.431
H9 -3.44837 1.28752 0.15709  0.473
H10 -2.39637 1.39410 -1.20876  0.454
H11 -3.91669 0.32327 -1.30518  0.393
H12 -1.68255 -0.60557 0.84377  0.093
H13 -2.93980 -1.40668 -0.06222  1.059
H14 -1.15335 -0.67718 -0.71908  -0.222

Calculated values
LUMO level (spin up / spin down) (eV): 4.136 / 4.311
Total charge: -1
HOMO (spin up / spin down) (eV): 1.48 / -7.40
HOMO-LUMO gap (spin up / spin down) (eV): 2.66 / 11.71
Spin multiplicity: 2

***

Formula: C5H14
Source: the Open Molecules 2025 dataset
Level of theory: the ωB97M-V functional and the def2-TZVPD basis

Last column: Mulliken charge in e.
Element x y z (Å)
C1 2.51441 0.30873 0.82020  -1.173
C2 2.42894 -1.09271 1.45608  -2.137
H1 1.55284 0.54981 0.34819  -0.216
H2 2.49886 1.04820 1.63730  0.492
H3 3.39334 0.37763 0.19241  0.751
H4 1.97044 -1.80285 0.76574  0.720
H5 3.45183 -1.45851 1.63038  0.332
H6 1.81137 -1.09719 2.35326  0.727
C3 -1.46666 0.63941 -1.25307  0.040
C4 -1.76857 -0.85945 -1.44371  -2.131
C5 -2.01396 1.16962 0.08370  -2.035
H7 -0.40142 0.83432 -1.34046  0.096
H8 -1.99180 1.17864 -2.04739  0.595
H9 -0.88786 -1.44760 -1.72475  0.767
H10 -2.51031 -0.98554 -2.22661  0.266
H11 -2.16817 2.26197 0.06547  0.491
H12 -2.97302 0.69670 0.30009  0.572
H13 -2.12706 -1.35319 -0.54106  0.534
H14 -1.31317 1.03202 0.92422  0.309

Calculated values
LUMO level (spin up / spin down) (eV): 4.413 / 4.325
Total charge: -1
HOMO (spin up / spin down) (eV): 1.56 / -7.67
HOMO-LUMO gap (spin up / spin down) (eV): 2.85 / 12.00
Spin multiplicity: 2

***

Formula: C5H14
Source: the Open Molecules 2025 dataset
Level of theory: the ωB97M-V functional and the def2-TZVPD basis

Last column: Mulliken charge in e.
Element x y z (Å)
C1 -1.56943 0.61983 -2.32964  -1.009
C2 -0.28969 0.87028 -1.53394  -0.500
H1 -1.60008 0.91618 -3.38291  0.311
H2 -1.75406 -0.45469 -2.43547  0.296
H3 -2.43590 1.06634 -1.85631  0.256
H4 0.56011 1.37954 -2.00204  0.414
H5 -0.60657 1.52492 -0.69871  0.271
H6 0.03631 -0.08039 -1.15202  -0.087
C3 0.47052 -0.91279 1.19771  -0.148
C4 -0.21844 -0.03344 2.23835  -1.154
C5 1.87440 -0.63660 0.68431  -1.086
H7 -0.23100 -0.97321 0.35419  0.177
H8 0.41955 -1.96535 1.51156  0.380
H9 -0.37234 -0.76968 3.05499  0.336
H10 0.34655 0.74903 2.74322  0.315
H11 1.81094 0.28248 0.07475  0.238
H12 2.13710 -1.47650 0.06122  0.306
H13 -1.25091 0.29312 2.09459  0.292
H14 2.67293 -0.39905 1.37615  0.394

Calculated values
LUMO level (eV): 1.116
Total charge: 0
HOMO (eV): -10.57
SMILES: CCC.CC
HOMO-LUMO gap (eV): 11.68
Spin multiplicity: 1

***

Formula: C5H14
Source: the Open Molecules 2025 dataset
Level of theory: the ωB97M-V functional and the def2-TZVPD basis

Last column: Mulliken charge in e.
Element x y z (Å)
C1 -1.54749 0.39747 -1.39634  -0.097
C2 -1.72312 -0.66561 -2.51582  -1.188
C3 -1.67726 -0.27199 -0.01313  -0.861
H1 -0.53071 0.73298 -1.41992  0.169
H2 -2.18097 1.40300 -1.51104  0.287
H3 -1.44811 -0.36175 -3.49164  0.361
H4 -0.62520 -0.45903 0.35456  0.118
H5 -2.78668 -0.99541 -2.66564  0.292
H6 -1.27256 -1.60983 -2.19179  0.306
H7 -2.10981 0.48852 0.60504  0.304
H8 -2.14216 -1.31619 0.05842  0.308
C4 1.87590 0.27771 2.45327  -0.802
C5 2.69676 0.41967 1.09068  -0.719
H9 2.51549 0.42920 3.32729  0.301
H10 1.10181 1.03183 2.39403  0.236
H11 1.34589 -0.70251 2.60466  0.244
H12 2.14212 1.10495 0.38724  0.182
H13 2.62718 -0.57404 0.71279  0.229
H14 3.73891 0.67104 1.21732  0.330

Calculated values
LUMO level (eV): 1.091
Total charge: 0
HOMO (eV): -11.01
SMILES: CCC.CC
HOMO-LUMO gap (eV): 12.10
Spin multiplicity: 1

***

Formula: C5H14
Source: the Open Molecules 2025 dataset
Level of theory: the ωB97M-V functional and the def2-TZVPD basis

Last column: Mulliken charge in e.
Element x y z (Å)
C1 -1.83071 -1.63492 0.41860  -0.610
C2 -1.99114 -1.50895 1.96878  -0.820
H1 -1.11105 -2.34002 0.13428  0.311
H2 -2.92470 -1.86737 0.08581  0.271
H3 -1.51253 -0.66900 -0.03771  0.045
H4 -2.80511 -0.71074 2.09427  0.243
H5 -1.01664 -1.41334 2.52621  0.260
H6 -2.54944 -2.32349 2.49391  0.282
C3 1.09995 0.81548 -1.15220  0.362
C4 1.00159 2.36650 -1.31156  -1.179
C5 2.21722 0.15426 -0.28955  -1.067
H7 1.25333 0.46687 -2.17960  0.238
H8 0.10582 0.50809 -0.82545  -0.195
H9 0.04085 2.73913 -1.79158  0.299
H10 0.94472 2.76817 -0.28279  0.282
H11 3.15467 0.24300 -0.69739  0.374
H12 1.97118 -0.93926 -0.13209  0.260
H13 1.74447 2.97368 -1.82964  0.354
H14 2.20751 0.37190 0.80770  0.292

Calculated values
LUMO level (eV): 1.026
Total charge: 0
HOMO (eV): -11.06
SMILES: CCC.CC
HOMO-LUMO gap (eV): 12.09
Spin multiplicity: 1

***

Formula: C5H14
Source: the Open Molecules 2025 dataset
Level of theory: the ωB97M-V functional and the def2-TZVPD basis

Last column: Mulliken charge in e.
Element x y z (Å)
C1 -0.02661 -1.41635 -1.38121  -0.267
C2 1.23742 -1.95510 -0.63282  -1.032
C3 0.13704 0.05228 -1.79684  -0.842
H1 -0.86508 -1.44116 -0.62298  0.237
H2 -0.38705 -2.03838 -2.33553  0.335
H3 1.06151 -1.85313 0.40902  0.267
H4 1.32301 -3.00150 -0.94131  0.301
H5 1.23341 0.33638 -1.75080  0.262
H6 -0.38928 0.83924 -1.20078  0.102
H7 2.20932 -1.48783 -0.94482  0.310
H8 -0.23961 0.24283 -2.77425  0.344
C4 -0.08787 1.08926 1.36101  -0.281
C5 -1.13395 1.92563 2.10539  -0.911
H9 -0.43454 0.03253 0.94310  -0.135
H10 0.23013 1.71182 0.48113  0.190
H11 0.68792 0.75545 2.07924  0.369
H12 -1.57674 2.72859 1.48017  0.256
H13 -2.04517 1.19539 2.36584  0.220
H14 -0.93387 2.28406 3.15642  0.277

Calculated values
LUMO level (eV): 1.147
Total charge: 0
HOMO (eV): -10.90
SMILES: CCC.CC
HOMO-LUMO gap (eV): 12.04
Spin multiplicity: 1

***

Formula: C5H14
Source: the Open Molecules 2025 dataset
Level of theory: the ωB97M-V functional and the def2-TZVPD basis

Last column: Mulliken charge in e.
Element x y z (Å)
C1 1.02983 -0.90311 1.22579  -0.054
C2 2.43270 -0.49036 1.63602  -1.334
C3 -0.12181 -0.09321 1.85496  -0.879
H1 1.10396 -0.76184 0.11132  0.056
H2 0.80403 -1.95087 1.31860  0.334
H3 2.83036 -0.42900 2.58897  0.418
H4 -0.44288 0.78572 1.31778  0.264
H5 2.51397 0.50738 1.29519  0.342
H6 3.34866 -1.05774 1.19992  0.280
H7 -1.03543 -0.78208 1.79004  0.235
H8 0.17866 0.07231 2.91632  0.316
C4 -0.84776 0.77292 -2.31437  -0.554
C5 -2.35049 0.52490 -2.08254  -0.917
H9 -0.47446 0.71137 -3.29031  0.387
H10 -0.42307 1.80366 -2.08348  0.255
H11 -0.29015 0.06377 -1.63249  -0.047
H12 -2.66628 -0.33081 -2.67919  0.272
H13 -3.00376 1.33610 -2.09809  0.358
H14 -2.58609 0.22092 -1.07443  0.269

Calculated values
LUMO level (eV): 1.071
Total charge: 0
HOMO (eV): -11.08
SMILES: CCC.CC
HOMO-LUMO gap (eV): 12.15
Spin multiplicity: 1

***

Number 1: M 119.2 g/mol, E -651.21996 a.u.. Number 2: M 119.2 g/mol, E -651.23071 a.u.. Number 3: M 119.2 g/mol, E -651.22311 a.u.. Number 4: M 151.3 g/mol, E -1049.37284 a.u.. Number 5: M 190.6 g/mol, E -372.73241 a.u.. Number 6: M 74.2 g/mol, E -198.76029 a.u.. Number 7: M 74.2 g/mol, E -198.82054 a.u.. Number 8: M 74.2 g/mol, E -198.85308 a.u.. Number 9: M 74.2 g/mol, E -198.84972 a.u.. Number 10: M 74.2 g/mol, E -198.84657 a.u.. Number 11: M 74.2 g/mol, E -198.83691 a.u.. Number 12: M 74.2 g/mol, E -198.84164 a.u..